Molecular formula: C6H12F4OSi2
Method: DFT, ωB97M-V/def2-TZVPD

ORCA input file:
```
! wB97M-V def2-TZVPD RIJCOSX def2/J DEFGRID3
* xyz 0 1
C -3.153 2.089 -1.365
C -3.486 0.909 -0.776
C -2.390 -1.233 2.739
C 0.417 1.668 0.684
C 1.434 -1.353 -0.352
C 0.248 0.766 -2.228
O -1.388 -0.417 -0.090
F -2.971 3.268 -0.773
F -2.665 2.120 -2.576
F -3.654 -0.214 -1.440
F -4.133 0.854 0.359
Si -2.630 -1.853 0.879
Si 0.125 0.113 -0.434
H -2.782 -2.048 3.254
H -1.232 -1.078 2.949
H -2.822 -0.198 2.759
H 0.736 1.236 1.640
H 1.167 2.292 0.120
H -0.609 2.113 0.784
H 1.437 -1.644 0.609
H 1.303 -2.149 -1.128
H 2.495 -0.953 -0.595
H 1.160 1.380 -2.274
H 0.501 0.077 -3.084
H -0.735 1.404 -2.560
*
```

HOMO-LUMO gap = 8.1 eV
Energy relative to the best compared isomer or geometry (same formula, charge and spin) = 0.0 kcal per mole
HOMO level = -0.334 hartree
LUMO level = -1.01 eV

natural (NBO) charges, unit e, in atom order:
1 C 0.57
2 C 0.62
3 C -1.26
4 C -1.12
5 C -1.09
6 C -1.17
7 O -1.36
8 F -0.29
9 F -0.29
10 F -0.29
11 F -0.30
12 Si 1.26
13 Si 1.88
14 H 0.22
15 H 0.26
16 H 0.27
17 H 0.23
18 H 0.24
19 H 0.24
20 H 0.21
21 H 0.24
22 H 0.23
23 H 0.23
24 H 0.24
25 H 0.24